(1)
This record from OMol25 describes a molecular structure, C25H36N2OP2Y in a non-equilibrium geometry. The level of theory is ωB97M-V/def2-TZVPD.

Geometry as ORCA input:
```
! RIJCOSX wB97M-V def2-TZVPD def2/J DEFGRID3
* xyz 1 1
H -2.7548 3.1479 -3.7240
C 1.6676 -0.2546 -2.4913
H 1.0111 -3.0226 1.8501
Y 0.0000 0.0000 0.0000
P -2.2125 0.7302 -0.5081
H 1.7764 -0.5824 6.0922
N 0.4968 0.3474 -1.9993
C 1.0395 2.3668 -3.2609
C -0.7286 3.7957 -4.1390
H 2.9208 0.2402 4.1118
H 3.0996 -3.3443 -2.8859
C 1.0325 -0.4662 3.3875
C -0.3916 -0.0166 3.2065
C 1.8021 -1.6698 -2.4583
C 0.0693 1.4945 -2.6966
C -2.3567 0.8253 -2.3599
H 3.1638 2.5661 -3.6795
H -1.7810 3.1072 -0.2059
C 1.8513 0.5198 4.2271
H -3.3713 1.1343 -2.6672
H 1.3957 4.1548 -4.4142
H 2.7420 2.3789 -1.9597
C 0.1481 0.8385 6.1709
H -3.6531 -0.3790 1.1208
H -0.2570 -2.2758 -2.6055
H 2.2988 -2.5996 0.6800
H -3.7158 -1.2012 -0.4649
H -0.6650 -1.1640 5.8072
H 0.1377 0.7571 7.2802
H -2.1685 -0.2048 -2.7198
O -0.8405 0.1940 2.0878
H -3.5301 2.8304 -0.5164
H 1.3865 -4.1500 0.4910
N -1.2447 0.1502 4.2529
C -1.4240 -3.1961 -0.0788
C 2.7028 0.5365 -3.0435
H -2.8267 2.4650 1.1034
H 1.7282 1.5556 3.8417
C 3.8668 -0.0748 -3.5266
C -1.6873 2.9364 -3.5877
P 0.1092 -2.1814 -0.2514
H 1.5891 -0.3238 0.1993
C 1.5615 0.4486 5.7315
C 0.6335 3.4942 -3.9839
H -2.2094 0.4561 4.0404
H 4.9437 -1.9390 -3.8163
C -3.7049 -0.2176 0.0310
C 4.0258 -1.4670 -3.4513
H -2.1401 -2.9006 -0.8624
H -1.8779 -3.0074 0.9078
H -4.6337 0.3254 -0.2173
H 2.2693 1.1350 6.2444
H -0.0892 1.8916 5.9055
H 1.0756 -1.4824 3.8340
H -1.0398 4.6877 -4.6922
C -2.6398 2.4521 0.0167
H -1.8612 0.1034 6.2288
H 1.5028 -0.5182 2.3889
H 0.8606 -3.5915 -2.1115
C -0.9363 -0.0990 5.6431
C 2.4904 2.0327 -2.9879
C 2.9943 -2.2531 -2.9175
C -1.3134 1.7732 -2.8916
C 1.3192 -3.0904 0.7938
H -1.1973 -4.2722 -0.1815
C 0.6404 -2.5146 -2.0020
H 4.6656 0.5486 -3.9458
*
```

Values from the calculation:
Frontier orbital gap: 6.57 eV
E_tot: -51149.732 eV
HOMO: -9.560 eV


(2)
This record from OMol25 describes a molecular structure, C25H36N3O6Zn in a non-equilibrium geometry. The level of theory is ωB97M-V/def2-TZVPD.

Geometry as ORCA input:
```
! RIJCOSX wB97M-V def2-TZVPD def2/J DEFGRID3
* xyz -1 1
H 0.9006 2.1936 3.2524
H -1.8740 -3.0106 3.8737
H -1.6993 -1.2593 3.6410
H -2.7680 -2.1782 2.5904
C -1.7352 -2.4741 -1.5334
C -0.8297 2.4798 1.9744
C -0.6545 -2.4585 2.1668
H -4.4193 -2.5922 -0.7525
O 3.4096 5.5721 -4.9165
H 0.7026 -1.7608 3.7348
H -2.3978 0.1496 -2.0821
O 3.5670 -4.5881 0.0232
C 2.0442 2.3102 -4.9281
C 1.8442 1.5470 -2.6645
H 0.0217 -4.0225 0.8554
N 3.4013 -1.1184 0.1875
H 3.1427 4.6784 -2.7530
H -2.7376 3.1254 1.1614
C 3.0135 -3.5044 0.0828
C -0.5775 -1.2464 1.2108
H -0.6496 2.0271 4.0901
H 0.9398 2.8173 0.7896
H -0.5552 3.2394 -0.0384
H -0.8672 -4.5860 2.2790
N 3.8192 -2.4112 0.5415
C 1.6866 1.3269 -4.0295
H 2.4848 2.8725 -1.1302
H 0.6380 -3.5108 3.5483
H 0.5530 0.0100 2.7034
H -2.5525 1.1987 0.0478
H 3.8004 -0.7893 -0.6956
H -3.6424 -1.0377 -2.4831
H 1.9083 2.1795 -5.9908
C -0.9363 1.0445 1.5240
O 2.6994 4.3625 -6.5563
C -1.8493 0.5680 0.5560
C 0.6288 -2.5645 3.0065
H 3.6164 -0.4489 0.9195
H 1.5017 -2.5367 2.3591
O 1.6604 0.7797 -0.4506
Zn 1.0532 -1.3496 -0.0836
C -1.8274 -2.2128 3.1313
H 0.0842 4.3102 1.2111
H -1.7437 -3.8850 0.9218
H -4.2763 -1.5139 0.6342
C 2.5661 3.5121 -4.4491
C -0.8289 -3.8219 1.5006
H -0.0507 3.6295 3.6339
H 4.8175 -2.6024 0.4930
C -1.6963 -0.7769 0.3450
O 1.8099 -3.2282 -0.1661
N 2.9156 4.5447 -5.3647
H -1.0435 -1.9080 -2.1518
C -0.0405 3.2672 0.9197
C -0.1848 -0.0230 1.9233
H 1.2733 0.3854 -4.3557
H -2.1669 4.0975 2.5167
H -2.3967 -3.0380 -2.1911
C 2.7461 3.7306 -3.0842
H -3.4191 -3.0496 0.6215
O 1.0245 -0.5925 -2.0462
C -3.7337 -2.2155 0.0038
H -1.1495 -3.1689 -0.9461
C -2.2321 3.0835 2.1228
C 1.4730 0.5043 -1.6470
H -3.9288 0.1238 -1.1947
C -3.1687 -0.4946 -1.6666
C 2.3814 2.7442 -2.1977
H -2.8323 2.4818 2.8038
C -0.1110 2.5853 3.3243
C -2.5527 -1.5032 -0.6771
*
```

Values from the calculation:
Frontier orbital gap: 5.76 eV
E_tot: -91684.517 eV
HOMO: -4.634 eV


E_tot of number 2 (C25H36N3O6Zn)?
-91684.517 eV


Which formula does entry 1 have?
C25H36N2OP2Y


Among the records above, which one has the highest frontier orbital gap?
C25H36N2OP2Y


Look up the E_tot of the second one.
-91684.517 eV